1.
DFT (the ωB97M-V functional and the def2-TZVPD basis) results for 11 unconnected molecules or ions with the total composition C36H102N8O12 in a non-equilibrium geometry.

Properties
Energy relative to the best compared isomer or geometry (same formula, charge and spin) (kcal per mole): 23.6
Maximum force (eV Å⁻¹): 2.2
Net charge: 0
SMILES: COC[C@H](C)N.COC[C@H](C)N.COC[C@H](C)N.COC[C@H](C)N.COC[C@H](C)N.COC[C@H](C)N.COC[C@H](C)N.COC[C@H](C)N.OCCO.CO.CO
E (eV): -75470.734
Frontier orbital gap (eV): 8.8
Molecular weight (g/mol): 839.3

Last column: Mulliken charge in e.
CARTESIAN COORDINATES (ANGSTROEM)
1 O -8.775 13.260 -14.968  -0.422
2 O -11.034 9.116 -13.785  1.481
3 O -11.148 9.646 -16.459  -0.559
4 O -5.049 8.556 -10.211  -0.605
5 O -15.042 12.471 -10.730  -0.321
6 O -9.502 8.501 -9.382  -0.076
7 O -14.315 6.701 -16.142  -0.410
8 O -3.925 5.511 -13.379  -0.465
9 O -12.327 3.685 -11.388  -0.210
10 O -8.266 6.817 -13.193  1.305
11 O -7.892 6.551 -15.995  0.474
12 O -7.716 3.108 -10.779  -0.271
13 N -2.657 8.283 -15.437  -0.764
14 N -9.681 2.663 -8.765  -0.482
15 N -6.094 14.443 -12.801  -0.717
16 N -8.118 11.859 -8.633  -0.749
17 N -10.098 3.854 -17.203  -0.717
18 N -13.336 9.458 -11.933  -0.558
19 N -14.894 4.202 -17.557  -0.751
20 N -12.304 -0.008 -11.424  -0.815
21 C -12.759 2.392 -11.798  -0.822
22 C -5.902 8.243 -11.314  1.013
23 C -16.309 12.825 -10.216  -0.780
24 C -7.111 14.599 -13.857  0.230
25 C -7.773 4.510 -10.840  0.013
26 C -2.653 7.373 -14.257  0.344
27 C -9.562 7.309 -13.024  -0.325
28 C -2.536 8.208 -12.992  -1.419
29 C -13.619 6.307 -17.305  0.365
30 C -14.133 11.276 -13.353  -1.374
31 C -5.115 4.783 -13.369  -0.251
32 C -9.030 10.864 -9.219  0.413
33 C -8.276 5.426 -16.787  -1.414
34 C -7.310 2.566 -9.560  -0.691
35 C -11.753 1.373 -11.305  0.953
36 C -13.505 7.066 -15.057  0.116
37 C -13.767 10.873 -11.936  0.969
38 C -10.809 8.402 -17.078  -0.346
39 C -7.951 2.154 -7.099  -1.735
40 C -7.905 13.306 -13.848  -0.144
41 C -9.069 3.827 -14.986  -1.435
42 C -9.484 4.702 -16.181  2.608
43 C -10.417 1.405 -12.012  -1.316
44 C -15.869 6.272 -18.491  -1.405
45 C -13.019 4.709 -12.078  -0.708
46 C -9.369 7.239 -8.812  -1.063
47 C -3.927 6.541 -14.339  0.180
48 C -9.678 8.738 -13.616  0.169
49 C -14.602 5.506 -18.168  0.187
50 C -8.657 9.467 -8.795  -0.673
51 C -9.709 12.203 -14.935  -0.165
52 C -9.052 11.085 -10.745  -0.872
53 C -6.798 7.241 -16.569  -1.240
54 C -14.867 11.080 -10.919  -0.827
55 C -8.268 2.882 -8.400  0.883
56 C -6.423 14.896 -15.199  -1.312
57 H -11.559 -0.678 -11.284  0.238
58 H -9.836 7.393 -11.969  -0.270
59 H -9.729 8.412 -17.260  0.328
60 H -5.374 8.156 -12.261  -0.344
61 H -7.215 1.480 -9.659  0.379
62 H -7.823 4.961 -11.829  -0.878
63 H -12.639 9.350 -12.664  -0.017
64 H -11.581 1.437 -10.223  0.183
65 H -7.063 7.793 -17.473  0.373
66 H -9.741 10.432 -11.289  -0.009
67 H -14.024 3.689 -17.419  0.279
68 H -12.911 9.281 -11.030  0.307
69 H -7.468 4.680 -16.768  0.408
70 H -9.967 2.396 -12.021  -0.091
71 H -9.123 8.874 -14.550  -0.091
72 H -12.617 6.442 -14.880  -0.282
73 H -1.597 8.755 -12.954  0.439
74 H -9.925 6.516 -9.406  0.214
75 H -9.965 3.298 -14.673  0.309
76 H -10.202 5.463 -15.863  -1.234
77 H -6.301 2.837 -9.213  0.363
78 H -10.025 11.109 -8.841  0.184
79 H -9.735 0.708 -11.520  0.400
80 H -15.785 10.584 -11.257  0.364
81 H -7.271 12.406 -13.900  0.217
82 H -1.857 8.904 -15.312  0.269
83 H -8.483 13.191 -12.924  0.025
84 H -16.506 5.855 -19.273  0.371
85 H -1.818 6.680 -14.406  0.357
86 H -16.549 6.486 -17.666  0.264
87 H -14.072 5.289 -19.101  0.387
88 H -9.638 7.212 -7.747  0.485
89 H -5.562 15.312 -12.812  0.278
90 H -10.927 7.563 -16.397  -0.238
91 H -11.359 8.269 -18.008  0.531
92 H -5.237 4.350 -14.379  0.324
93 H -6.000 5.347 -13.063  -0.127
94 H -8.140 6.405 -14.063  -0.775
95 H -9.100 9.385 -12.946  -0.391
96 H -9.784 1.643 -8.830  0.331
97 H -7.138 11.612 -8.712  0.247
98 H -12.756 2.385 -12.894  0.341
99 H -5.116 3.849 -12.801  0.330
100 H -8.264 3.193 -15.370  0.416
101 H -9.400 3.347 -17.743  0.278
102 H -2.312 7.735 -16.227  0.264
103 H -9.970 11.964 -13.899  0.075
104 H -15.179 4.341 -16.588  0.326
105 H -9.308 12.110 -11.002  0.436
106 H -7.777 15.414 -13.565  0.301
107 H -14.566 10.678 -9.942  0.371
108 H -13.288 11.330 -14.043  0.114
109 H -10.337 6.647 -13.431  -0.420
110 H -10.786 10.331 -17.028  0.273
111 H -5.798 14.043 -15.474  0.314
112 H -2.642 7.559 -12.120  0.237
113 H -8.703 2.241 -6.312  0.411
114 H -8.838 9.469 -7.711  0.292
115 H -9.856 2.861 -9.752  -0.039
116 H -6.482 7.338 -11.108  -0.138
117 H -7.611 9.222 -9.011  0.223
118 H -6.448 7.970 -15.836  0.303
119 H -14.122 7.096 -14.161  0.426
120 H -12.476 5.638 -11.886  0.129
121 H -10.535 4.450 -17.901  0.284
122 H -7.214 14.840 -15.961  0.298
123 H -13.743 2.162 -11.373  0.272
124 H -5.400 13.765 -13.107  0.283
125 H -8.586 4.391 -14.189  0.000
126 H -8.296 3.971 -8.278  -0.012
127 H -6.681 9.006 -11.334  -0.297
128 H -16.361 13.907 -10.081  0.248
129 H -7.957 1.082 -7.322  0.353
130 H -8.677 4.862 -10.335  0.268
131 H -16.385 12.394 -9.214  0.307
132 H -12.992 4.592 -13.166  0.303
133 H -12.979 -0.109 -10.675  0.299
134 H -4.623 7.734 -9.952  0.378
135 H -17.110 12.591 -10.920  0.314
136 H -4.798 7.194 -14.206  -0.486
137 H -10.569 1.065 -13.041  0.518
138 H -12.733 5.699 -17.098  -0.169
139 H -5.946 6.573 -16.713  0.311
140 H -14.557 12.283 -13.393  0.409
141 H -10.601 12.539 -15.462  0.212
142 H -3.376 8.900 -12.899  0.382
143 H -8.205 12.759 -9.082  0.304
144 H -6.888 4.994 -10.410  0.542
145 H -4.004 6.049 -15.319  0.435
146 H -8.042 10.813 -11.069  0.221
147 H -5.926 15.855 -15.303  0.405
148 H -14.030 4.811 -11.675  0.370
149 H -11.116 9.414 -14.710  -0.591
150 H -13.299 7.203 -17.853  0.076
151 H -8.388 5.713 -17.837  0.388
152 H -12.882 11.421 -11.585  0.063
153 H -14.880 10.594 -13.764  0.321
154 H -9.315 11.304 -15.416  0.098
155 H -15.607 7.258 -18.891  0.334
156 H -7.031 2.465 -6.606  0.421
157 H -13.051 8.061 -15.163  -0.110
158 H -8.341 6.839 -8.772  0.384



2.
DFT (the ωB97M-V functional and the def2-TZVPD basis) results for 13 unconnected molecules or ions with the total composition C36H103N5O21 in a non-equilibrium geometry.

Properties
Energy relative to the best compared isomer or geometry (same formula, charge and spin) (kcal per mole): 158.8
Maximum force (eV Å⁻¹): 3.5
Net charge: 0
E (eV): -89437.780
Frontier orbital gap (eV): 8.8
Molecular weight (g/mol): 942.2

Last column: Mulliken charge in e.
CARTESIAN COORDINATES (ANGSTROEM)
1 O 3.439 -0.600 4.530  -0.309
2 O -4.885 1.628 -3.977  -0.496
3 O -2.137 1.909 -4.747  -0.552
4 O 0.859 4.932 -1.167  -0.672
5 O -3.510 -4.459 0.738  -0.649
6 O -2.923 -2.441 -4.228  -0.509
7 O -2.682 -4.226 -2.013  -0.608
8 O 1.387 -4.409 4.204  -0.456
9 O -1.776 5.301 -1.371  -0.596
10 O -0.974 0.098 8.062  -0.559
11 O -2.137 -0.160 5.478  -0.553
12 O 0.027 2.993 -5.878  -0.587
13 O 1.185 0.089 -1.492  -0.381
14 O -3.571 3.711 2.710  -0.556
15 O -0.658 -6.240 3.820  -0.610
16 O 3.919 0.545 -5.069  -0.333
17 O 1.860 1.496 -7.795  -0.566
18 O -4.460 -1.645 -0.285  -0.309
19 O -0.274 3.661 1.228  -0.459
20 O 2.941 -7.320 1.094  -0.423
21 O -3.333 1.125 1.622  -0.286
22 N 4.192 2.860 5.493  -0.820
23 N 5.294 1.349 -1.624  -0.622
24 N -0.356 0.948 1.690  0.238
25 N 2.843 -6.238 -1.388  -0.891
26 N -4.877 5.877 0.835  -0.821
27 C -4.166 5.377 -0.385  0.989
28 C 3.296 1.737 5.091  0.649
29 C 0.790 0.331 -2.862  0.205
30 C -4.801 -2.646 0.758  -0.734
31 C 0.563 0.110 0.946  1.201
32 C 1.129 3.852 0.957  -0.091
33 C 4.632 1.620 -2.840  1.734
34 C -4.619 6.209 -1.520  -1.616
35 C -2.676 0.673 -4.415  0.105
36 C 0.242 -1.358 1.337  -0.582
37 C -4.169 0.714 -4.749  -0.620
38 C -0.778 0.257 5.710  0.622
39 C -3.534 -3.206 1.310  0.518
40 C 1.519 3.890 -0.492  0.298
41 C 2.354 -3.979 -0.715  -0.874
42 C -4.590 1.558 1.993  -0.385
43 C 0.178 0.416 -0.539  -0.284
44 C -1.850 3.992 -1.959  -0.863
45 C 3.922 0.671 4.218  -0.800
46 C 1.974 2.239 4.498  -1.152
47 C 1.299 2.488 -5.538  0.866
48 C -2.617 5.524 -0.202  -0.035
49 C 5.289 2.835 -3.401  -1.724
50 C 2.244 -6.158 0.791  -0.333
51 C -0.012 -4.115 4.437  0.001
52 C 3.864 -1.569 3.640  -0.385
53 C 2.589 -7.959 2.304  -0.734
54 C -1.786 -3.210 -3.804  -0.672
55 C -4.396 2.612 3.103  -0.636
56 C -0.134 -0.373 6.981  -0.261
57 C 2.200 2.366 -6.741  -0.951
58 C 4.461 0.349 -3.723  -0.749
59 C -0.934 -4.931 3.531  -0.324
60 C -1.700 -3.298 -2.279  0.476
61 C 3.597 -0.686 -5.706  -0.863
62 C 2.938 -5.311 -0.292  0.702
63 H 2.583 3.963 -0.719  0.474
64 H -5.885 5.831 0.810  0.282
65 H 2.863 -3.579 -1.592  0.504
66 H 1.618 0.802 -3.391  -0.686
67 H -2.131 -0.033 -5.042  0.187
68 H -5.668 6.041 -1.762  0.434
69 H -2.729 3.419 2.354  0.261
70 H 3.847 1.010 3.185  0.391
71 H 1.404 1.443 4.020  -0.086
72 H 3.397 -1.535 -5.051  0.278
73 H -1.275 0.809 1.294  -0.236
74 H -3.927 6.006 -2.337  0.310
75 H -0.097 0.942 -3.027  0.079
76 H -2.147 -2.426 -1.802  0.091
77 H -0.658 2.557 -5.365  0.573
78 H -5.537 -3.372 0.414  0.400
79 H -0.657 -0.238 -0.788  0.294
80 H 1.108 1.490 -5.143  -0.449
81 H 3.003 -7.110 -0.906  0.390
82 H 4.351 -1.039 2.822  0.387
83 H 4.515 -1.137 -6.083  0.366
84 H 4.020 -5.240 -0.178  0.257
85 H 2.337 3.359 -7.171  0.501
86 H 1.615 0.313 1.145  0.554
87 H 1.526 -8.047 2.528  0.314
88 H 4.712 3.170 -4.263  0.259
89 H -5.371 2.951 3.454  0.429
90 H 5.471 3.590 -2.636  0.505
91 H 1.886 -6.394 -1.671  0.246
92 H -2.833 -2.325 -5.177  0.316
93 H -4.472 -0.249 -4.339  0.418
94 H -3.163 -4.368 -0.152  0.446
95 H 3.034 1.232 6.021  0.117
96 H -3.974 1.933 3.844  0.245
97 H 2.021 -5.525 1.649  0.095
98 H -3.416 -4.034 -2.600  0.341
99 H 1.866 -4.422 5.036  0.237
100 H -2.304 -1.017 5.079  0.296
101 H 4.510 -2.277 4.160  0.283
102 H -5.210 0.751 2.381  0.344
103 H -3.383 0.189 1.419  -0.074
104 H -4.619 5.219 1.556  0.254
105 H -2.604 2.612 -4.290  0.117
106 H -0.747 -1.363 1.797  0.330
107 H -1.163 3.841 -2.792  0.548
108 H 2.927 -7.468 3.216  0.245
109 H 3.762 3.241 6.323  0.292
110 H 5.017 2.383 5.828  0.295
111 H -0.250 0.515 2.597  -0.488
112 H 2.555 -3.174 -0.008  0.309
113 H 3.229 2.136 -6.463  0.320
114 H 1.575 4.670 1.522  0.444
115 H -5.287 -2.107 1.571  0.342
116 H 0.925 -0.118 7.021  0.150
117 H 1.230 -6.371 0.453  0.275
118 H -0.955 -2.604 -4.167  0.301
119 H 1.294 -4.047 -0.957  -0.347
120 H 1.195 2.450 5.230  0.482
121 H -0.073 4.926 -0.938  0.281
122 H 3.132 -8.875 2.071  0.323
123 H 0.602 -0.520 -3.516  0.480
124 H -4.586 4.381 -0.525  0.063
125 H 5.405 2.275 -1.235  0.280
126 H 3.067 -2.184 3.221  -0.117
127 H -5.154 1.904 1.126  0.314
128 H -0.176 1.431 -0.725  -0.316
129 H 2.461 1.822 -8.468  0.350
130 H -1.869 -0.192 7.868  0.333
131 H 0.242 -2.042 0.489  -0.136
132 H 0.290 -6.267 3.669  0.339
133 H -0.323 -3.075 4.336  0.018
134 H -5.831 1.511 -4.084  0.293
135 H 1.176 3.036 -1.076  -0.399
136 H -0.743 -3.721 -1.972  -0.226
137 H -0.661 1.338 5.785  0.330
138 H 0.975 -1.739 2.047  -0.324
139 H -4.430 7.232 -1.193  0.384
140 H -0.332 2.704 1.257  0.345
141 H 2.031 3.125 3.865  0.433
142 H 3.634 1.978 -2.588  -0.751
143 H -4.325 0.881 -5.815  0.300
144 H 6.245 2.512 -3.815  0.372
145 H 2.891 -0.542 -6.523  0.287
146 H 6.168 0.866 -1.771  0.262
147 H -0.074 -1.461 6.958  0.163
148 H -2.730 -2.604 0.885  -0.354
149 H 5.407 -0.190 -3.776  0.504
150 H -1.695 -4.186 -4.280  0.376
151 H -1.978 -4.810 3.817  0.291
152 H -3.512 -3.240 2.399  0.272
153 H 1.763 3.047 -4.726  0.230
154 H -2.354 0.351 -3.424  0.038
155 H -0.756 -4.668 2.488  0.097
156 H -2.315 4.751 0.504  -0.248
157 H -2.390 6.539 0.126  0.340
158 H 1.650 2.984 1.359  -0.185
159 H -5.323 -1.296 -0.520  0.157
160 H -0.331 -4.297 5.463  0.399
161 H -0.264 0.062 4.769  -0.509
162 H 3.786 -0.344 -3.221  0.254
163 H -1.448 3.228 -1.293  0.225
164 H -2.873 3.755 -2.252  0.456
165 H 4.977 0.563 4.469  0.427